A cluster of 21 separate species, C98H217N7O14 in total at a distorted geometry, computed with ωB97M-V/def2-TZVPD.

Results
Gap between HOMO and LUMO (Eh): 0.2976
HOMO (eV): -7.80
Charge: 0

Bonds (Å) are listed after each position.
Cartesian coordinates (Å):
1 C 4.1013 1.9163 4.4724  C2 1.509, C5 1.513, H6 1.090, H7 1.090
2 C 3.5970 0.5699 4.9311  C1 1.509, C3 1.536, H8 1.090, H9 1.090
3 C 2.7526 0.2685 3.6834  C2 1.536, O4 1.449, H10 1.090, H11 1.090
4 O 2.0269 1.5150 3.5461  C3 1.449, C5 1.458
5 C 2.9580 2.6151 3.7688  C1 1.513, O4 1.458, H12 1.090, H13 1.090
6 H 4.9891 1.7182 3.8719  C1 1.090
7 H 4.3941 2.4168 5.3953  C1 1.090
8 H 3.1570 0.6116 5.9275  C2 1.090
9 H 4.3892 -0.1542 5.1214  C2 1.090
10 H 1.9851 -0.4477 3.9767  C3 1.090
11 H 3.3624 -0.1237 2.8695  C3 1.090
12 H 2.5271 3.4277 4.3537  C5 1.090
13 H 3.3224 2.8744 2.7748  C5 1.090
14 C 8.4701 0.1125 1.6681  C15 1.502, C18 1.541, H19 1.090, H20 1.090
15 C 9.6025 0.1784 2.6528  C14 1.502, C16 1.511, H21 1.090, H22 1.090
16 C 8.8928 0.6797 3.8887  C15 1.511, O17 1.453, H23 1.090, H24 1.090
17 O 7.5407 0.1765 3.7120  C16 1.453, C18 1.394
18 C 7.3180 -0.4795 2.5021  C14 1.541, O17 1.394, H25 1.090, H26 1.090
19 H 8.7945 -0.4511 0.7933  C14 1.090
20 H 8.1709 1.1261 1.4013  C14 1.090
21 H 10.5061 0.7280 2.3890  C15 1.090
22 H 9.8874 -0.8723 2.7070  C15 1.090
23 H 8.7914 1.7567 4.0222  C16 1.090
24 H 9.3115 0.1273 4.7299  C16 1.090
25 H 6.3693 -0.1704 2.0632  C18 1.090
26 H 7.3639 -1.5684 2.4902  C18 1.090
27 C 4.7606 -3.7770 2.7068  C28 1.534, C31 1.543, H32 1.090, H33 1.090
28 C 5.4635 -5.1352 2.5860  C27 1.534, C29 1.546, H34 1.090, H35 1.090
29 C 6.5554 -4.7425 1.5643  C28 1.546, O30 1.442, H36 1.090, H37 1.090
30 O 6.2849 -3.4094 1.0849  C29 1.442, C31 1.418
31 C 4.8999 -3.1827 1.2901  C27 1.543, O30 1.418, H38 1.090, H39 1.090
32 H 5.2852 -3.0953 3.3762  C27 1.090
33 H 3.7188 -3.8766 3.0113  C27 1.090
34 H 4.6897 -5.8737 2.3766  C28 1.090
35 H 5.8397 -5.3515 3.5859  C28 1.090
36 H 6.5004 -5.4898 0.7727  C29 1.090
37 H 7.5511 -4.8044 2.0036  C29 1.090
38 H 4.2555 -3.6506 0.5458  C31 1.090
39 H 4.6925 -2.1135 1.2481  C31 1.090
40 C -2.0853 -1.1451 4.0851  C41 1.464, C44 1.566, H45 1.090, H46 1.090
41 C -3.0749 -1.4929 5.1066  C40 1.464, C42 1.548, H47 1.090, H48 1.090
42 C -2.6983 -0.6382 6.3411  C41 1.548, O43 1.415, H49 1.090, H50 1.090
43 O -1.3081 -0.4279 6.1862  C42 1.415, C44 1.397
44 C -0.8445 -0.6206 4.8828  C40 1.566, O43 1.397, H51 1.090, H52 1.090
45 H -2.4231 -0.3419 3.4302  C40 1.090
46 H -1.8451 -1.9403 3.3794  C40 1.090
47 H -2.8769 -2.5479 5.2961  C41 1.090
48 H -4.1066 -1.3013 4.8116  C41 1.090
49 H -2.9600 -1.0544 7.3139  C42 1.090
50 H -3.3600 0.2260 6.2831  C42 1.090
51 H -0.1603 -1.4669 4.8217  C44 1.090
52 H -0.4599 0.2502 4.3519  C44 1.090
53 C -0.3587 -6.6032 -4.1635  C54 1.528, C57 1.546, H58 1.090, H59 1.090
54 C -1.7746 -7.1338 -4.3863  C53 1.528, C55 1.547, H60 1.090, H61 1.090
55 C -2.5000 -5.9677 -5.0986  C54 1.547, O56 1.395, H62 1.090, H63 1.090
56 O -1.9633 -4.8690 -4.4268  C55 1.395, C57 1.467
57 C -0.5138 -5.0738 -4.3266  C53 1.546, O56 1.467, H64 1.090, H65 1.090
58 H 0.4446 -6.8269 -4.8655  C53 1.090
59 H -0.1552 -6.7071 -3.0977  C53 1.090
60 H -2.1489 -7.3980 -3.3972  C54 1.090
61 H -1.8106 -8.0445 -4.9843  C54 1.090
62 H -3.5783 -6.1029 -5.0148  C55 1.090
63 H -2.1966 -5.8920 -6.1427  C55 1.090
64 H -0.1250 -4.5397 -3.4596  C57 1.090
65 H 0.0018 -4.5883 -5.1551  C57 1.090
66 C 5.6402 -2.7414 -3.6167  C67 1.498, C70 1.505, H71 1.090, H72 1.090
67 C 6.2431 -3.9549 -4.2558  C66 1.498, C68 1.513, H73 1.090, H74 1.090
68 C 5.4188 -5.0271 -3.5786  C67 1.513, O69 1.404, H75 1.090, H76 1.090
69 O 4.8618 -4.5167 -2.3955  C68 1.404, C70 1.419
70 C 5.3810 -3.2096 -2.2099  C66 1.505, O69 1.419, H77 1.090, H78 1.090
71 H 4.6475 -2.6411 -4.0556  C66 1.090
72 H 6.1933 -1.8320 -3.8520  C66 1.090
73 H 7.2771 -4.1210 -3.9535  C67 1.090
74 H 6.1831 -3.9331 -5.3439  C67 1.090
75 H 6.0838 -5.8649 -3.3687  C68 1.090
76 H 4.7040 -5.3638 -4.3294  C68 1.090
77 H 6.2893 -3.1641 -1.6091  C70 1.090
78 H 4.6697 -2.5327 -1.7367  C70 1.090
79 C -0.1545 4.6365 0.7699  C80 1.510, C83 1.474, H84 1.090, H85 1.090
80 C 0.1130 4.7642 2.2508  C79 1.510, C81 1.474, H86 1.090, H87 1.090
81 C -1.1492 4.5656 2.9848  C80 1.474, O82 1.421, H88 1.090, H89 1.090
82 O -1.7562 3.6189 2.1166  C81 1.421, C83 1.450
83 C -1.5242 4.0932 0.7663  C79 1.474, O82 1.450, H90 1.090, H91 1.090
84 H 0.4977 3.9780 0.1963  C79 1.090
85 H -0.1887 5.5682 0.2053  C79 1.090
86 H 0.5158 5.7458 2.5003  C80 1.090
87 H 0.7712 4.0191 2.6978  C80 1.090
88 H -1.9090 5.3365 3.1133  C81 1.090
89 H -0.9670 4.0488 3.9271  C81 1.090
90 H -2.2656 4.8318 0.4614  C83 1.090
91 H -1.7187 3.3102 0.0333  C83 1.090
92 C 0.0110 5.2815 -7.8063  C93 1.523, C96 1.531, H97 1.090, H98 1.090
93 C 0.2383 3.7842 -7.6490  C92 1.523, C94 1.527, H99 1.090, H100 1.090
94 C 1.2652 3.6283 -8.7683  C93 1.527, O95 1.442, H101 1.090, H102 1.090
95 O 0.8296 4.5001 -9.8310  C94 1.442, C96 1.451
96 C -0.0750 5.5119 -9.3173  C92 1.531, O95 1.451, H103 1.090, H104 1.090
97 H 0.8441 5.7900 -7.3212  C92 1.090
98 H -0.9176 5.5960 -7.3300  C92 1.090
99 H -0.7339 3.3857 -7.9390  C93 1.090
100 H 0.4336 3.4781 -6.6212  C93 1.090
101 H 1.2654 2.6060 -9.1466  C94 1.090
102 H 2.2619 3.9704 -8.4899  C94 1.090
103 H -1.0751 5.3332 -9.7122  C96 1.090
104 H 0.1447 6.5641 -9.4982  C96 1.090
105 C 4.4447 4.6575 -0.4142  C106 1.498, C109 1.494, H110 1.090, H111 1.090
106 C 5.7774 5.3263 -0.5583  C105 1.498, C107 1.511, H112 1.090, H113 1.090
107 C 5.7898 6.6419 0.1849  C106 1.511, O108 1.433, H114 1.090, H115 1.090
108 O 4.7730 6.3484 1.1506  C107 1.433, C109 1.432
109 C 3.8168 5.3639 0.7431  C105 1.494, O108 1.432, H116 1.090, H117 1.090
110 H 4.6180 3.6297 -0.0952  C105 1.090
111 H 3.8632 4.6412 -1.3360  C105 1.090
112 H 6.0841 5.3643 -1.6036  C106 1.090
113 H 6.6570 4.8389 -0.1377  C106 1.090
114 H 5.4648 7.4754 -0.4378  C107 1.090
115 H 6.7808 6.9682 0.5002  C107 1.090
116 H 2.9601 5.8700 0.2980  C109 1.090
117 H 3.6203 4.6628 1.5542  C109 1.090
118 C -0.5100 -5.7866 0.0341  C119 1.550, C122 1.519, H123 1.090, H124 1.090
119 C 1.0143 -5.5493 -0.1197  C118 1.550, C120 1.536, H125 1.090, H126 1.090
120 C 1.5531 -6.9191 -0.5587  C119 1.536, O121 1.429, H127 1.090, H128 1.090
121 O 0.4138 -7.7519 -0.7847  C120 1.429, C122 1.404
122 C -0.6183 -7.3018 0.0544  C118 1.519, O121 1.404, H129 1.090, H130 1.090
123 H -0.9853 -5.3880 -0.8622  C118 1.090
124 H -0.9463 -5.1688 0.8189  C118 1.090
125 H 1.4630 -5.1632 0.7956  C119 1.090
126 H 1.2732 -4.9112 -0.9647  C119 1.090
127 H 2.2523 -7.2493 0.2096  C120 1.090
128 H 2.2005 -6.9109 -1.4355  C120 1.090
129 H -0.4845 -7.6593 1.0754  C122 1.090
130 H -1.5487 -7.6464 -0.3970  C122 1.090
131 C 7.0140 2.4427 -3.2122  C132 1.559, C135 1.545, H136 1.090, H137 1.090
132 C 7.3341 1.1645 -4.0452  C131 1.559, C133 1.545, H138 1.090, H139 1.090
133 C 8.1832 0.4555 -2.9663  C132 1.545, O134 1.543, H140 1.090, H141 1.090
134 O 8.8738 1.5511 -2.1281  C133 1.543, C135 1.388
135 C 8.3497 2.7779 -2.5121  C131 1.545, O134 1.388, H142 1.090, H143 1.090
136 H 6.2962 2.2469 -2.4156  C131 1.090
137 H 6.5582 3.0989 -3.9536  C131 1.090
138 H 7.9858 1.2798 -4.9113  C132 1.090
139 H 6.4571 0.5597 -4.2757  C132 1.090
140 H 8.9439 -0.2018 -3.3874  C133 1.090
141 H 7.4843 -0.0821 -2.3254  C133 1.090
142 H 9.0280 3.1718 -3.2690  C135 1.090
143 H 8.2697 3.3884 -1.6127  C135 1.090
144 C -2.7645 4.1026 -4.8267  C145 1.472, C148 1.519, H149 1.090, H150 1.090
145 C -1.8961 4.9432 -3.9870  C144 1.472, C146 1.490, H151 1.090, H152 1.090
146 C -2.7534 5.1666 -2.7886  C145 1.490, O147 1.449, H153 1.090, H154 1.090
147 O -3.4746 3.9165 -2.6622  C146 1.449, C148 1.438
148 C -3.3620 3.1076 -3.8462  C144 1.519, O147 1.438, H155 1.090, H156 1.090
149 H -2.2435 3.7053 -5.6978  C144 1.090
150 H -3.6657 4.6610 -5.0801  C144 1.090
151 H -1.5285 5.7948 -4.5595  C145 1.090
152 H -1.0019 4.3747 -3.7315  C145 1.090
153 H -3.4094 6.0196 -2.9622  C146 1.090
154 H -2.2104 5.4310 -1.8812  C146 1.090
155 H -4.2644 2.6642 -4.2671  C148 1.090
156 H -2.7427 2.2355 -3.6364  C148 1.090
157 C -1.1080 9.6970 -1.1322  C158 1.507, C161 1.547, H162 1.090, H163 1.090
158 C -0.2079 9.6647 0.0766  C157 1.507, C159 1.509, H164 1.090, H165 1.090
159 C 0.5798 8.3903 -0.0996  C158 1.509, O160 1.444, H166 1.090, H167 1.090
160 O -0.0399 7.6772 -1.1919  C159 1.444, C161 1.456
161 C -1.3492 8.2203 -1.5252  C157 1.547, O160 1.456, H168 1.090, H169 1.090
162 H -0.6565 10.1944 -1.9906  C157 1.090
163 H -2.0838 10.0655 -0.8159  C157 1.090
164 H -0.8266 9.5078 0.9602  C158 1.090
165 H 0.4478 10.5334 0.1347  C158 1.090
166 H 0.5999 7.8808 0.8638  C159 1.090
167 H 1.5850 8.6651 -0.4195  C159 1.090
168 H -2.1208 7.7171 -0.9425  C161 1.090
169 H -1.6544 8.1001 -2.5647  C161 1.090
170 C 2.5786 -0.1764 -5.4080  C171 1.530, C174 1.513, H175 1.090, H176 1.090
171 C 1.4503 -1.2011 -5.5368  C170 1.530, C172 1.530, H177 1.090, H178 1.090
172 C 0.2325 -0.3056 -5.3019  C171 1.530, O173 1.383, H179 1.090, H180 1.090
173 O 0.5562 0.9239 -5.8471  C172 1.383, C174 1.388
174 C 1.9237 1.0193 -6.0647  C170 1.513, O173 1.388, H181 1.090, H182 1.090
175 H 3.5625 -0.3330 -5.8502  C170 1.090
176 H 2.7421 0.0632 -4.3574  C170 1.090
177 H 1.4731 -2.0353 -4.8356  C171 1.090
178 H 1.5851 -1.7069 -6.4929  C171 1.090
179 H 0.0166 -0.3375 -4.2340  C172 1.090
180 H -0.6660 -0.7551 -5.7247  C172 1.090
181 H 2.4217 1.9716 -5.8823  C174 1.090
182 H 2.0085 0.9218 -7.1470  C174 1.090
183 C -6.7127 0.9457 -7.7902  C184 1.517, H190 1.090, H191 1.090, H192 1.090
184 C -5.7193 -0.1666 -8.0699  C183 1.517, N185 1.502, H193 1.090, H194 1.090
185 N -4.4943 0.4432 -8.6890  C184 1.502, C186 1.478, C188 1.447
186 C -4.6072 0.9503 -10.0731  N185 1.478, C187 1.544, H195 1.090, H196 1.090
187 C -5.3947 -0.0993 -10.8872  C186 1.544, H197 1.090, H198 1.090, H199 1.090
188 C -3.7799 1.4263 -7.9041  N185 1.447, C189 1.587, H200 1.090, H201 1.090
189 C -3.2836 0.9251 -6.4829  C188 1.587, H202 1.090, H203 1.090, H204 1.090
190 H -7.6746 0.4944 -7.5471  C183 1.090
191 H -7.0670 1.3434 -8.7412  C183 1.090
192 H -6.4181 1.7418 -7.1064  C183 1.090
193 H -5.2751 -0.5979 -7.1728  C184 1.090
194 H -6.1697 -0.9713 -8.6511  C184 1.090
195 H -4.9596 1.9709 -10.2225  C186 1.090
196 H -3.6090 0.9955 -10.5086  C186 1.090
197 H -6.4762 -0.1521 -10.7625  C187 1.090
198 H -5.3253 -0.0152 -11.9717  C187 1.090
199 H -5.0243 -1.1076 -10.7023  C187 1.090
200 H -4.2904 2.3753 -7.7400  C188 1.090
201 H -2.8716 1.6676 -8.4562  C188 1.090
202 H -2.3546 1.4238 -6.2067  C189 1.090
203 H -2.9907 -0.1247 -6.5037  C189 1.090
204 H -4.0151 1.0246 -5.6810  C189 1.090
205 C -5.8667 1.0758 7.4464  C206 1.580, H212 1.090, H213 1.090, H214 1.090
206 C -6.7539 1.9158 6.4443  C205 1.580, N207 1.421, H215 1.090, H216 1.090
207 N -6.2178 2.0113 5.1319  C206 1.421, C208 1.486, C210 1.441
208 C -4.9493 2.7821 5.0721  N207 1.486, C209 1.549, H217 1.090, H218 1.090
209 C -5.0956 4.2902 5.3954  C208 1.549, H219 1.090, H220 1.090, H221 1.090
210 C -6.0661 0.8795 4.2536  N207 1.441, C211 1.517, H222 1.090, H223 1.090
211 C -7.3549 0.1147 4.0197  C210 1.517, H224 1.090, H225 1.090, H226 1.090
212 H -4.8822 1.5146 7.6082  C205 1.090
213 H -5.7955 0.0296 7.1489  C205 1.090
214 H -6.4639 1.1316 8.3566  C205 1.090
215 H -7.7876 1.5728 6.3997  C206 1.090
216 H -6.9610 2.8804 6.9077  C206 1.090
217 H -4.2636 2.2639 5.7423  C208 1.090
218 H -4.4890 2.6288 4.0960  C208 1.090
219 H -4.0983 4.7283 5.4349  C209 1.090
220 H -5.6179 4.7764 4.5714  C209 1.090
221 H -5.6562 4.5424 6.2956  C209 1.090
222 H -5.2481 0.2797 4.6526  C210 1.090
223 H -5.6831 1.1736 3.2764  C210 1.090
224 H -7.3466 -0.5749 3.1757  C211 1.090
225 H -8.1607 0.8210 3.8202  C211 1.090
226 H -7.3748 -0.4154 4.9719  C211 1.090
227 C -4.1473 -6.9352 0.8795  C228 1.522, H234 1.090, H235 1.090, H236 1.090
228 C -5.4861 -6.2814 1.1911  C227 1.522, N229 1.455, H237 1.090, H238 1.090
229 N -5.7341 -4.9238 0.7293  C228 1.455, C230 1.443, C232 1.487
230 C -5.6806 -4.7528 -0.7027  N229 1.443, C231 1.520, H239 1.090, H240 1.090
231 C -6.6956 -5.5846 -1.4695  C230 1.520, H241 1.090, H242 1.090, H243 1.090
232 C -4.8428 -4.0612 1.5488  N229 1.487, C233 1.557, H244 1.090, H245 1.090
233 C -5.2789 -2.5675 1.6096  C232 1.557, H246 1.090, H247 1.090, H248 1.090
234 H -4.0529 -7.8741 1.4250  C227 1.090
235 H -3.3761 -6.2528 1.2366  C227 1.090
236 H -4.1340 -7.1200 -0.1947  C227 1.090
237 H -6.2792 -6.9281 0.8158  C228 1.090
238 H -5.6508 -6.4580 2.2541  C228 1.090
239 H -4.6885 -5.0362 -1.0542  C230 1.090
240 H -5.6947 -3.7096 -1.0185  C230 1.090
241 H -6.5511 -5.4679 -2.5435  C231 1.090
242 H -7.7442 -5.3440 -1.2940  C231 1.090
243 H -6.7160 -6.6382 -1.1908  C231 1.090
244 H -4.7930 -4.4333 2.5721  C232 1.090
245 H -3.8894 -4.1217 1.0239  C232 1.090
246 H -4.3867 -2.0390 1.9453  C233 1.090
247 H -5.5950 -2.1027 0.6757  C233 1.090
248 H -6.0961 -2.3345 2.2922  C233 1.090
249 C 2.5182 4.3372 8.4628  C250 1.503, H256 1.090, H257 1.090, H258 1.090
250 C 1.3007 4.1336 9.3198  C249 1.503, N251 1.480, H259 1.090, H260 1.090
251 N 0.1766 3.3228 8.8021  C250 1.480, C252 1.466, C254 1.438
252 C -0.9796 3.5516 9.6744  N251 1.466, C253 1.586, H261 1.090, H262 1.090
253 C -0.7973 2.8625 11.0908  C252 1.586, H263 1.090, H264 1.090, H265 1.090
254 C -0.1243 3.6282 7.4298  N251 1.438, C255 1.564, H266 1.090, H267 1.090
255 C -1.1398 2.6606 6.7381  C254 1.564, H268 1.090, H269 1.090, H270 1.090
256 H 3.3686 4.5884 9.0968  C249 1.090
257 H 2.4078 5.1786 7.7788  C249 1.090
258 H 2.7606 3.4313 7.9073  C249 1.090
259 H 1.6563 3.7309 10.2682  C250 1.090
260 H 0.9295 5.1529 9.4271  C250 1.090
261 H -1.2317 4.6070 9.7777  C252 1.090
262 H -1.8785 3.0191 9.3637  C252 1.090
263 H 0.0666 3.3112 11.5813  C253 1.090
264 H -1.6137 2.9830 11.8029  C253 1.090
265 H -0.6562 1.7822 11.0570  C253 1.090
266 H 0.6851 3.4965 6.7117  C254 1.090
267 H -0.6029 4.6053 7.3634  C254 1.090
268 H -2.1670 2.7536 7.0906  C255 1.090
269 H -0.7833 1.6489 6.9317  C255 1.090
270 H -1.2561 2.8154 5.6655  C255 1.090
271 C -6.2317 -0.4713 -4.2180  C272 1.527, H278 1.090, H279 1.090, H280 1.090
272 C -5.1995 -1.3164 -3.4746  C271 1.527, N273 1.486, H281 1.090, H282 1.090
273 N -4.2518 -0.4210 -2.7622  C272 1.486, C274 1.454, C276 1.484
274 C -4.8017 0.0289 -1.4937  N273 1.454, C275 1.636, H283 1.090, H284 1.090
275 C -3.9539 1.1768 -0.6934  C274 1.636, H285 1.090, H286 1.090, H287 1.090
276 C -2.9359 -1.0853 -2.5942  N273 1.484, C277 1.489, H288 1.090, H289 1.090
277 C -2.8849 -2.4553 -2.0121  C276 1.489, H290 1.090, H291 1.090, H292 1.090
278 H -7.1262 -0.2483 -3.6364  C271 1.090
279 H -6.5374 -1.0362 -5.0987  C271 1.090
280 H -5.8183 0.4572 -4.6117  C271 1.090
281 H -5.6321 -2.1475 -2.9175  C272 1.090
282 H -4.7478 -1.9099 -4.2695  C272 1.090
283 H -5.7649 0.4968 -1.6974  C274 1.090
284 H -4.8655 -0.7720 -0.7571  C274 1.090
285 H -3.0541 0.8497 -0.1724  C275 1.090
286 H -3.4624 1.8969 -1.3476  C275 1.090
287 H -4.6154 1.8036 -0.0955  C275 1.090
288 H -2.4929 -0.5760 -1.7383  C276 1.090
289 H -2.2308 -1.0502 -3.4247  C276 1.090
290 H -1.9297 -2.9356 -1.8005  C277 1.090
291 H -3.4103 -3.1761 -2.6387  C277 1.090
292 H -3.4275 -2.5507 -1.0716  C277 1.090
293 C -0.4880 0.1105 1.3680  C294 1.465, H300 1.090, H301 1.090, H302 1.090
294 C 0.7122 0.5781 0.6694  C293 1.465, N295 1.492, H303 1.090, H304 1.090
295 N 0.7666 0.0410 -0.7213  C294 1.492, C296 1.462, C298 1.433
296 C 1.6074 -1.1549 -0.6904  N295 1.462, C297 1.490, H305 1.090, H306 1.090
297 C 1.4096 -1.9809 -1.9141  C296 1.490, H307 1.090, H308 1.090, H309 1.090
298 C 1.3474 1.0335 -1.5768  N295 1.433, C299 1.540, H310 1.090, H311 1.090
299 C 0.2699 1.9942 -2.1122  C298 1.540, H312 1.090, H313 1.090, H314 1.090
300 H -1.2316 -0.4350 0.7870  C293 1.090
301 H -1.1096 0.9450 1.6924  C293 1.090
302 H -0.3083 -0.5622 2.2067  C293 1.090
303 H 0.7777 1.6612 0.7729  C294 1.090
304 H 1.4565 0.1430 1.3364  C294 1.090
305 H 2.6545 -0.8521 -0.6992  C296 1.090
306 H 1.3769 -1.7553 0.1896  C296 1.090
307 H 1.1987 -1.2692 -2.7123  C297 1.090
308 H 2.1250 -2.7496 -2.2064  C297 1.090
309 H 0.4908 -2.5514 -1.7786  C297 1.090
310 H 1.8947 0.6159 -2.4219  C298 1.090
311 H 2.1967 1.6065 -1.2046  C298 1.090
312 H -0.1626 2.7033 -1.4063  C299 1.090
313 H -0.5448 1.3936 -2.5169  C299 1.090
314 H 0.6985 2.6655 -2.8562  C299 1.090
315 C -0.0856 -4.8008 4.3082  C316 1.502, H322 1.090, H323 1.090, H324 1.090
316 C 0.1086 -5.9408 5.2665  C315 1.502, N317 1.503, H325 1.090, H326 1.090
317 N 1.5379 -6.3812 5.4185  C316 1.503, C318 1.470, C320 1.511
318 C 2.5062 -5.4209 5.9683  N317 1.470, C319 1.550, H327 1.090, H328 1.090
319 C 2.0961 -4.7029 7.2795  C318 1.550, H329 1.090, H330 1.090, H331 1.090
320 C 2.1768 -6.8759 4.1421  N317 1.511, C321 1.529, H332 1.090, H333 1.090
321 C 3.2910 -7.9086 4.3121  C320 1.529, H334 1.090, H335 1.090, H336 1.090
322 H -0.8492 -4.1683 4.7610  C315 1.090
323 H -0.6302 -5.1653 3.4373  C315 1.090
324 H 0.8011 -4.2423 4.0082  C315 1.090
325 H -0.2031 -5.6260 6.2624  C316 1.090
326 H -0.5780 -6.7814 5.1658  C316 1.090
327 H 2.6184 -4.6499 5.2060  C318 1.090
328 H 3.5205 -5.7904 6.1195  C318 1.090
329 H 2.8805 -4.1240 7.7670  C319 1.090
330 H 1.7360 -5.3627 8.0690  C319 1.090
331 H 1.3328 -3.9498 7.0839  C319 1.090
332 H 1.4580 -7.2081 3.3930  C320 1.090
333 H 2.5761 -6.0741 3.5211  C320 1.090
334 H 2.9183 -8.8509 4.7137  C321 1.090
335 H 3.6686 -8.2304 3.3415  C321 1.090
336 H 4.0906 -7.6005 4.9858  C321 1.090